{
  "formula": "C37H28AuF5N4O2PS",
  "method": "ωB97M-V with the def2-TZVPD basis set",
  "elements": ["Au", "C", "C", "C", "C", "C", "O", "C", "N", "C", "C", "C", "C", "C", "C", "P", "C", "C", "C", "C", "C", "C", "C", "C", "C", "C", "C", "C", "H", "H", "H", "H", "H", "H", "H", "H", "H", "H", "H", "H", "H", "H", "H", "H", "H", "H", "H", "H", "H", "H", "H", "H", "S", "C", "N", "F", "C", "C", "F", "C", "F", "C", "O", "C", "F", "C", "F", "N", "C", "C", "C", "C", "C", "N", "C", "H", "H", "H", "H"],
  "coordinates": [[1.14266, 0.55679, -0.25154], [0.30906, 3.31185, 2.83902], [1.73567, 3.20330, 2.28883], [1.72547, 3.73828, 0.84315], [2.23851, 1.78028, 2.38248], [2.42731, 1.30805, 3.84632], [1.45017, 0.25871, 3.98477], [0.94374, -0.04844, 2.79599], [1.30375, 0.73808, 1.83994], [0.11254, -1.25097, 2.80208], [-0.17941, -1.82561, 4.03662], [-0.93931, -2.97886, 4.17478], [-1.37800, -3.63663, 3.06087], [-1.17018, -3.07396, 1.83341], [-0.44666, -1.88351, 1.69046], [-0.18160, -1.53461, -0.02742], [0.82619, -2.82179, -0.68794], [0.40434, -3.60965, -1.77142], [1.26362, -4.53386, -2.28594], [2.57898, -4.69822, -1.81934], [2.95543, -3.96088, -0.68908], [2.07697, -3.05539, -0.15634], [-1.70167, -1.32388, -0.94946], [-2.92150, -1.25112, -0.24246], [-4.06164, -0.92346, -0.95056], [-3.99847, -0.71255, -2.32135], [-2.82704, -0.77141, -3.01612], [-1.64664, -1.04036, -2.31674], [0.06058, 4.37534, 2.88998], [0.18291, 2.88722, 3.80939], [-0.36409, 2.77883, 2.14859], [2.45832, 3.77259, 2.89800], [1.03748, 3.14209, 0.23565], [2.73876, 3.65703, 0.42445], [1.44909, 4.76791, 0.88947], [3.17842, 1.72887, 1.81863], [2.17137, 2.07662, 4.56279], [3.39580, 0.91407, 4.07153], [0.08758, -1.33758, 4.94957], [-1.11926, -3.39649, 5.19015], [-1.86061, -4.61192, 3.13741], [-1.57105, -3.57844, 0.94193], [-0.63237, -3.59859, -2.06676], [0.95266, -5.13148, -3.15127], [3.20462, -5.40028, -2.38052], [3.94154, -4.05295, -0.26876], [2.39285, -2.38103, 0.64013], [-2.92164, -1.46964, 0.80657], [-4.99490, -0.81739, -0.37725], [-4.88026, -0.41521, -2.83564], [-2.70616, -0.48118, -4.06274], [-0.71233, -1.02328, -2.88434], [5.37704, 0.62438, 1.07279], [4.10395, 0.22756, 0.22080], [3.21542, -0.11642, -0.48825], [-5.18733, 3.80459, 1.74173], [-4.07383, 3.29742, 1.22057], [-3.54286, 2.12542, 1.70597], [-4.11430, 1.49779, 2.74657], [-2.39183, 1.57014, 1.13874], [-1.85236, 0.49448, 1.79759], [-1.77721, 2.12981, -0.00237], [-0.73942, 1.63670, -0.61038], [-2.36993, 3.29983, -0.51004], [-1.87038, 3.82692, -1.60739], [-3.49530, 3.85395, 0.04768], [-4.03382, 4.95807, -0.46832], [2.68736, -2.48389, -5.64685], [2.24280, -1.52914, -5.18103], [1.71261, -0.39663, -4.51113], [1.05880, 0.61805, -5.24025], [0.50115, 1.66698, -4.54176], [0.56921, 1.67514, -3.14311], [1.17439, 0.68674, -2.45057], [1.74341, -0.33036, -3.11999], [1.01608, 0.59234, -6.29884], [0.05030, 2.51268, -5.02400], [0.18818, 2.51282, -2.60768], [2.27623, -1.12068, -2.56043]],
  "atomic_forces_ev_per_a": [[-0.043, 0.101, -0.165], [0.358, 0.493, -0.843], [-0.733, -0.045, -0.230], [1.115, -1.073, 0.733], [0.497, -0.471, 0.111], [-0.783, 0.421, -0.823], [-0.098, -0.492, 0.323], [0.757, 0.860, -0.020], [0.191, 0.063, 0.545], [-0.654, -0.568, 0.061], [-0.571, 0.101, 0.485], [0.504, -0.114, 1.271], [-0.581, -1.093, 0.159], [0.059, 0.181, -0.972], [-0.155, -0.735, -0.161], [0.206, 0.823, -0.650], [-0.443, -0.793, -0.854], [-0.560, 0.241, 1.017], [0.903, -0.922, -1.272], [-0.837, 0.284, 0.079], [0.416, -0.831, -0.948], [0.268, 1.353, 0.844], [-0.110, 0.048, 0.441], [0.668, -0.153, -1.095], [-0.362, -0.168, 0.850], [-0.789, 0.356, 0.373], [1.872, 0.245, -0.037], [-0.170, -0.207, -0.355], [-0.343, -0.212, -0.024], [-0.048, -0.301, 0.850], [0.083, 0.411, 0.268], [-0.317, 0.057, -0.207], [-0.112, 0.382, -0.037], [-0.234, 0.108, -0.089], [-0.372, 0.700, -0.374], [-0.228, -0.192, 0.253], [-0.028, 0.187, 0.128], [0.582, -0.360, -0.001], [0.504, 0.282, 0.185], [0.135, 0.444, -0.916], [-0.061, 0.367, 0.001], [0.298, 0.228, 0.391], [-0.055, 0.245, -0.416], [0.025, 0.190, 0.435], [0.056, 0.352, 0.621], [0.179, -0.062, 0.082], [0.192, -0.381, 0.022], [-0.267, 0.127, 0.302], [0.359, -0.085, -0.589], [-0.689, 0.080, -0.322], [-0.491, -0.297, 0.275], [-0.242, -0.111, 0.426], [0.433, 0.122, 0.387], [0.139, -0.249, -0.366], [-0.733, 0.044, -0.018], [0.045, 0.133, -0.015], [0.262, 0.002, -1.269], [0.421, -0.328, 0.192], [0.165, 0.242, -0.179], [-0.200, 0.462, 0.036], [-0.102, 0.574, -0.636], [-0.331, -0.562, 1.175], [0.578, -0.247, -0.560], [-0.680, -0.590, 0.731], [0.548, 0.505, -0.881], [-0.566, 0.014, 1.332], [0.043, -0.136, -0.053], [-0.224, 0.360, 0.067], [0.655, -0.941, -0.135], [-0.943, 0.881, -0.003], [0.279, -0.187, 1.181], [0.269, -0.148, 0.928], [0.709, -0.747, -0.685], [-0.020, 0.069, -0.713], [0.363, -0.181, -0.063], [0.026, -0.140, -0.822], [-0.182, 0.111, -0.243], [-0.352, 0.212, 0.590], [-0.454, 0.661, -0.112]],
  "mulliken_spin": [0.601, 0.009, -0.013, 0.016, 0.007, 0.005, 0.009, -0.014, 0.139, 0.006, 0.005, -0.002, 0.003, 0.042, 0.002, 0.199, 0.071, 0.049, -0.018, 0.047, -0.015, 0.060, 0.084, 0.034, -0.015, 0.035, -0.020, 0.035, 0.000, 0.000, -0.007, 0.000, -0.007, 0.005, 0.001, 0.015, 0.001, 0.001, 0.000, 0.000, 0.001, 0.004, 0.002, 0.000, 0.001, 0.000, 0.011, 0.005, 0.000, 0.002, 0.000, 0.013, 0.117, 0.028, 0.111, 0.000, 0.006, -0.005, 0.000, -0.006, -0.003, -0.017, 0.194, 0.026, 0.000, -0.001, 0.001, 0.001, -0.001, 0.003, -0.002, 0.007, -0.001, 0.128, -0.004, 0.000, 0.000, 0.002, 0.006],
  "total_charge": 1,
  "e_homo_ev": [-10.582, -10.506],
  "e_above_lowest_kcal_mol": 0.00,
  "s2": 2.016,
  "lumo_ev": [-3.4224, -5.5633],
  "energy_ev": -86273.2573,
  "multiplicity": 3
}